ORCA calculation (wB97M-V/def2-TZVPD) on 10 unconnected molecules or ions with the total composition C14H51BNO11.

Its net charge is -1. As for the HOMO-LUMO gap: 0.1854 hartree.

Each line ends with the Löwdin charge.
Element x y z (Å)
B (5.389, -0.541, 1.536)  -0.507
O (4.985, 0.675, 0.728)  -0.227
C (3.731, 0.605, 0.145)  -0.327
C (2.751, 1.536, 0.848)  -0.194
N (1.493, 1.673, 0.086)  -0.051
C (0.295, 1.632, 0.916)  -0.225
C (0.021, 0.261, 1.516)  -0.432
C (0.181, -0.873, 0.541)  -0.029
O (-1.325, 0.243, 2.033)  -0.070
H (4.434, -1.234, 1.862)  -0.001
H (6.186, -1.239, 0.891)  -0.010
H (5.960, -0.170, 2.569)  -0.018
H (3.323, -0.405, 0.152)  0.080
H (3.788, 0.966, -0.894)  0.105
H (2.559, 1.154, 1.845)  0.111
H (3.257, 2.496, 0.925)  0.112
H (1.491, 2.580, -0.361)  0.094
H (-0.569, 1.930, 0.337)  0.100
H (0.398, 2.338, 1.758)  0.119
H (0.706, 0.099, 2.347)  0.132
H (1.215, -1.180, 0.470)  0.068
H (-0.417, -1.711, 0.891)  0.066
H (-0.190, -0.603, -0.442)  0.084
H (-1.391, 1.017, 2.616)  0.088
C (6.978, -3.595, -1.259)  -0.163
O (6.300, -4.160, -0.141)  -0.134
H (6.369, -2.782, -1.639)  0.066
H (7.949, -3.194, -0.961)  0.079
H (7.115, -4.343, -2.048)  0.069
H (6.843, -4.869, 0.215)  0.071
C (2.480, -4.712, 0.686)  -0.180
O (3.142, -3.467, 0.604)  -0.131
H (1.454, -4.523, 1.001)  0.067
H (2.461, -5.223, -0.284)  0.068
H (2.958, -5.368, 1.423)  0.071
H (4.052, -3.635, 0.329)  0.050
C (-2.787, 4.467, -0.049)  -0.156
O (-1.392, 4.202, -0.098)  -0.127
H (-3.230, 3.825, 0.711)  0.077
H (-2.963, 5.511, 0.219)  0.058
H (-3.258, 4.253, -1.008)  0.072
H (-1.024, 4.784, -0.772)  0.062
C (-3.055, -2.594, 3.768)  -0.165
O (-1.661, -2.857, 3.748)  -0.124
H (-3.518, -3.250, 4.501)  0.056
H (-3.242, -1.555, 4.052)  0.075
H (-3.496, -2.788, 2.785)  0.078
H (-1.263, -2.261, 3.101)  0.053
C (-6.345, 3.412, -0.089)  -0.168
O (-5.825, 3.818, -1.345)  -0.137
H (-6.178, 4.222, 0.618)  0.074
H (-7.420, 3.216, -0.151)  0.071
H (-5.836, 2.516, 0.278)  0.079
H (-5.970, 3.096, -1.969)  0.035
C (-2.996, 7.909, -1.466)  -0.150
O (-1.886, 7.028, -1.603)  -0.129
H (-3.542, 7.613, -0.574)  0.070
H (-2.662, 8.943, -1.351)  0.076
H (-3.664, 7.835, -2.328)  0.079
H (-1.402, 7.287, -2.394)  0.080
C (-4.248, -6.248, 4.844)  -0.160
O (-5.076, -5.817, 3.768)  -0.133
H (-4.888, -6.564, 5.663)  0.075
H (-3.627, -7.091, 4.532)  0.077
H (-3.608, -5.433, 5.190)  0.064
H (-4.492, -5.540, 3.054)  0.070
C (7.523, -2.285, -5.228)  -0.169
O (7.218, -1.699, -3.972)  -0.121
H (8.471, -2.807, -5.125)  0.074
H (6.755, -3.005, -5.526)  0.073
H (7.624, -1.523, -6.007)  0.071
H (6.377, -1.236, -4.055)  0.083
C (-6.458, 1.610, -4.899)  -0.139
O (-6.438, 1.707, -3.477)  -0.129
H (-5.745, 2.332, -5.286)  0.082
H (-6.163, 0.610, -5.224)  0.078
H (-7.450, 1.844, -5.293)  0.077
H (-7.065, 1.066, -3.127)  0.084

ORCA calculation (wB97M-V/def2-TZVPD) on 13 unconnected molecules or ions with the total composition C14H52F6O12P at a distorted geometry.

Its net charge is -1. The value obtained for the relative energy (zero: lowest compared OMol25 entry of this formula, charge and spin) is 0.0 kJ/mol. As for the HOMO-LUMO gap: 0.3521 hartree.

Each line ends with the Löwdin charge.
Element x y z (Å)
P (-25.727, 19.369, -2.900)  0.246
F (-24.754, 20.026, -4.074)  -0.208
F (-26.904, 19.225, -4.067)  -0.218
F (-25.268, 17.816, -3.084)  -0.191
F (-26.723, 18.763, -1.761)  -0.203
F (-24.523, 19.583, -1.749)  -0.222
F (-26.358, 20.840, -2.579)  -0.195
C (-20.210, 20.577, -9.199)  -0.103
C (-20.332, 19.697, -7.983)  -0.301
O (-20.488, 18.319, -8.363)  -0.093
H (-20.838, 21.466, -9.140)  0.060
H (-20.661, 20.030, -10.027)  0.074
H (-19.280, 21.080, -9.466)  0.066
H (-21.241, 20.033, -7.484)  0.110
H (-19.441, 19.693, -7.355)  0.111
H (-21.431, 18.162, -8.449)  0.066
C (-30.290, 18.937, -9.030)  -0.094
C (-29.817, 17.638, -9.698)  -0.289
O (-30.267, 16.543, -8.842)  -0.090
H (-29.870, 19.105, -8.038)  0.074
H (-31.363, 19.124, -8.970)  0.069
H (-29.919, 19.748, -9.657)  0.061
H (-28.742, 17.638, -9.875)  0.102
H (-30.208, 17.550, -10.712)  0.096
H (-29.540, 15.917, -8.865)  0.070
C (-31.764, 19.147, -1.524)  -0.102
C (-31.902, 20.480, -0.958)  -0.402
O (-30.733, 21.197, -0.886)  -0.047
H (-32.771, 18.904, -1.861)  0.074
H (-31.454, 18.382, -0.812)  0.082
H (-31.211, 19.109, -2.463)  0.085
H (-32.454, 20.448, -0.019)  0.115
H (-32.597, 21.074, -1.551)  0.102
H (-30.131, 21.012, -1.611)  0.093
C (-27.830, 23.762, -8.622)  -0.080
C (-27.206, 23.610, -7.197)  -0.347
O (-26.971, 24.817, -6.598)  -0.063
H (-27.190, 23.095, -9.199)  0.060
H (-27.669, 24.740, -9.075)  0.060
H (-28.915, 23.662, -8.577)  0.065
H (-26.283, 23.031, -7.224)  0.109
H (-27.940, 23.018, -6.650)  0.110
H (-26.074, 25.064, -6.834)  0.090
C (-20.722, 25.671, -2.375)  -0.090
C (-20.802, 24.394, -3.209)  -0.275
O (-22.194, 24.030, -2.944)  -0.126
H (-21.231, 25.602, -1.413)  0.076
H (-21.284, 26.370, -2.994)  0.072
H (-19.704, 26.047, -2.273)  0.064
H (-20.285, 23.462, -2.986)  0.107
H (-20.788, 24.595, -4.281)  0.098
H (-22.300, 23.076, -2.922)  0.074
C (-18.748, 16.258, -2.720)  -0.080
C (-19.538, 16.977, -1.593)  -0.323
O (-20.596, 16.144, -1.221)  -0.095
H (-18.398, 15.260, -2.457)  0.068
H (-17.813, 16.791, -2.891)  0.059
H (-19.381, 16.284, -3.607)  0.069
H (-19.988, 17.946, -1.807)  0.113
H (-18.960, 17.060, -0.672)  0.102
H (-21.426, 16.427, -1.611)  0.086
C (-23.898, 10.849, -4.262)  -0.090
C (-22.951, 12.042, -4.167)  -0.332
O (-23.394, 13.068, -5.049)  -0.076
H (-24.029, 10.498, -5.285)  0.067
H (-24.875, 11.245, -3.985)  0.074
H (-23.589, 9.955, -3.718)  0.070
H (-21.921, 11.733, -4.349)  0.100
H (-22.946, 12.467, -3.163)  0.108
H (-22.935, 13.856, -4.748)  0.079
O (-24.797, 19.426, 2.808)  -0.057
H (-24.893, 19.419, 1.856)  0.030
H (-24.638, 18.510, 3.040)  0.025
O (-24.532, 17.652, -8.858)  -0.053
H (-24.653, 18.401, -9.442)  0.025
H (-24.969, 17.908, -8.046)  0.036
O (-25.543, 24.552, 0.835)  -0.052
H (-24.859, 24.133, 0.312)  0.027
H (-25.445, 24.172, 1.708)  0.024
O (-28.530, 25.602, -2.632)  -0.052
H (-29.397, 25.612, -3.036)  0.023
H (-27.981, 25.125, -3.254)  0.025
O (-27.345, 14.835, -1.065)  -0.061
H (-27.596, 15.644, -0.620)  0.027
H (-27.179, 15.100, -1.970)  0.028

ORCA calculation (wB97M-V/def2-TZVPD) on 12 unconnected molecules or ions with the total composition C14H52N10O12 at a distorted geometry.

Its net charge is 0. The value obtained for the relative energy (zero: lowest compared OMol25 entry of this formula, charge and spin) is 512.3 kJ/mol. As for the HOMO-LUMO gap: 0.3256 hartree.

Each line ends with the Löwdin charge.
Element x y z (Å)
N (2.891, 2.343, -2.683)  0.129
C (2.776, 2.536, -3.973)  -0.582
N (3.249, 3.688, -4.344)  0.124
O (2.198, 1.575, -4.829)  -0.112
H (2.528, 1.482, -2.280)  0.064
H (3.538, 2.885, -2.111)  0.139
H (3.204, 3.886, -5.342)  0.143
H (3.929, 4.201, -3.776)  0.140
N (1.519, 5.531, -3.052)  0.141
C (0.705, 5.136, -2.075)  -0.637
N (0.889, 3.912, -1.713)  0.127
O (-0.112, 5.945, -1.378)  -0.099
H (1.470, 6.551, -3.386)  0.155
H (1.952, 4.840, -3.661)  0.043
H (0.526, 3.699, -0.753)  0.103
H (1.687, 3.359, -2.120)  0.072
N (-2.264, 0.574, 4.288)  0.146
C (-1.686, -0.469, 3.773)  -0.594
N (-1.650, -1.431, 4.663)  0.168
O (-1.426, -0.578, 2.446)  -0.090
H (-2.557, 1.273, 3.587)  0.115
H (-2.171, 0.908, 5.246)  0.125
H (-1.301, -2.325, 4.349)  0.066
H (-1.689, -1.323, 5.706)  0.149
N (-3.817, -1.729, 0.938)  0.180
C (-3.157, -2.836, 0.622)  -0.571
N (-3.429, -3.874, 1.384)  0.133
O (-2.322, -2.996, -0.477)  -0.124
H (-3.536, -0.831, 0.552)  0.026
H (-4.269, -1.696, 1.857)  0.125
H (-3.078, -4.750, 0.885)  0.172
H (-3.881, -3.885, 2.265)  0.114
N (0.109, -1.133, -0.667)  0.194
C (0.638, 0.040, -0.461)  -0.581
N (0.204, 0.685, 0.582)  0.193
O (1.687, 0.530, -1.160)  -0.107
H (0.330, -1.744, -1.491)  0.107
H (-0.762, -1.447, -0.144)  0.129
H (0.596, 1.593, 0.767)  0.070
H (-0.655, 0.463, 1.015)  0.061
C (-4.416, 1.175, 1.113)  -0.085
C (-3.407, 1.466, -0.008)  -0.294
O (-2.966, 0.259, -0.511)  -0.097
H (-4.946, 2.011, 1.552)  0.069
H (-3.880, 0.717, 1.979)  0.047
H (-5.261, 0.497, 0.792)  0.099
H (-2.475, 1.883, 0.362)  0.103
H (-3.928, 2.081, -0.784)  0.139
H (-2.420, 0.489, -1.241)  0.045
C (0.259, -4.681, 1.561)  -0.050
C (0.025, -3.385, 2.392)  -0.323
O (-1.160, -3.502, 3.046)  -0.098
H (1.304, -4.674, 1.249)  0.065
H (-0.480, -4.778, 0.762)  0.051
H (0.188, -5.623, 2.098)  0.066
H (0.116, -2.483, 1.841)  0.071
H (0.850, -3.184, 3.024)  0.108
H (-1.854, -3.624, 2.377)  0.041
C (3.439, -2.175, -0.865)  -0.148
O (2.331, -2.489, -0.050)  -0.128
H (3.796, -1.224, -0.560)  0.048
H (3.260, -2.098, -1.922)  0.076
H (4.247, -2.913, -0.778)  0.085
H (1.629, -1.927, -0.308)  -0.025
C (3.029, -0.316, 2.329)  -0.157
O (1.744, 0.036, 2.813)  -0.150
H (3.107, 0.210, 1.348)  0.074
H (3.047, -1.367, 2.029)  0.057
H (3.867, -0.245, 3.029)  0.081
H (1.188, 0.102, 2.019)  0.008
C (-0.807, 1.219, -3.029)  -0.129
O (-1.082, 2.215, -2.064)  -0.121
H (-1.347, 0.364, -2.709)  0.053
H (0.256, 1.029, -2.993)  0.058
H (-1.106, 1.436, -4.021)  0.074
H (-0.377, 2.866, -2.047)  -0.002
C (2.098, 3.214, 1.169)  -0.135
O (0.740, 3.400, 0.923)  -0.162
H (2.592, 4.163, 1.311)  0.084
H (2.611, 2.634, 0.394)  0.080
H (2.109, 2.725, 2.157)  0.095
H (0.222, 3.448, 1.754)  0.136
C (0.339, -4.198, -2.264)  -0.135
O (0.317, -2.924, -2.878)  -0.103
H (1.112, -4.264, -1.565)  0.046
H (0.456, -5.067, -2.909)  0.076
H (-0.678, -4.334, -1.782)  0.085
H (-0.557, -2.767, -3.151)  0.063

ORCA calculation (wB97M-V/def2-TZVPD) on 12 unconnected molecules or ions with the total composition C14H52N12O12 at a distorted geometry.

Its net charge is 0. The value obtained for the relative energy (zero: lowest compared OMol25 entry of this formula, charge and spin) is 540.6 kJ/mol. As for the HOMO-LUMO gap: 0.3474 hartree.

Each line ends with the Löwdin charge.
Element x y z (Å)
N (23.792, -15.563, 13.517)  0.170
C (23.029, -16.234, 14.332)  -0.819
N (22.644, -17.363, 13.861)  0.172
O (22.651, -15.842, 15.416)  0.012
H (24.184, -14.691, 13.843)  0.125
H (24.054, -16.088, 12.694)  0.109
H (21.901, -17.940, 14.228)  0.131
H (23.037, -17.630, 12.970)  0.108
N (15.688, -18.349, 19.168)  0.176
C (14.950, -17.389, 19.506)  -0.840
N (15.233, -16.272, 18.908)  0.173
O (13.976, -17.526, 20.230)  0.020
H (15.536, -19.252, 19.595)  0.127
H (16.591, -18.124, 18.776)  0.116
H (14.593, -15.516, 19.107)  0.122
H (16.190, -16.076, 18.653)  0.102
N (22.452, -11.169, 16.952)  0.163
C (23.183, -10.680, 17.910)  -0.784
N (24.135, -11.484, 18.350)  0.159
O (23.037, -9.548, 18.347)  0.018
H (22.441, -12.136, 16.663)  0.105
H (21.681, -10.623, 16.595)  0.117
H (24.568, -11.156, 19.202)  0.119
H (24.278, -12.390, 17.928)  0.104
N (19.746, -20.626, 18.769)  0.149
C (19.400, -20.890, 17.534)  -0.827
N (18.445, -21.754, 17.585)  0.159
O (19.745, -20.236, 16.603)  0.061
H (20.323, -19.799, 18.821)  0.118
H (19.121, -20.953, 19.491)  0.105
H (18.342, -22.283, 18.440)  0.111
H (17.971, -22.068, 16.750)  0.125
N (23.237, -13.979, 23.549)  0.153
C (22.722, -12.758, 23.357)  -0.780
N (21.394, -12.829, 23.205)  0.146
O (23.321, -11.731, 23.370)  0.058
H (24.244, -13.902, 23.553)  0.114
H (22.622, -14.777, 23.614)  0.099
H (20.961, -11.917, 23.194)  0.110
H (20.935, -13.727, 23.261)  0.099
N (17.096, -10.017, 24.177)  0.170
C (16.087, -10.301, 23.477)  -0.854
N (16.229, -9.914, 22.272)  0.169
O (15.128, -10.933, 23.907)  0.021
H (17.101, -10.547, 25.037)  0.135
H (17.852, -9.526, 23.721)  0.118
H (15.474, -10.056, 21.616)  0.128
H (17.017, -9.338, 22.014)  0.114
C (25.139, -19.359, 18.271)  -0.067
C (25.080, -18.198, 19.391)  -0.265
O (23.756, -17.630, 19.394)  -0.105
H (24.542, -19.132, 17.387)  0.057
H (24.696, -20.260, 18.695)  0.060
H (26.142, -19.596, 17.915)  0.059
H (25.800, -17.402, 19.201)  0.093
H (25.405, -18.585, 20.356)  0.101
H (23.593, -17.326, 18.499)  0.067
C (18.904, -13.114, 18.794)  -0.079
C (19.351, -14.509, 19.189)  -0.332
O (19.101, -15.345, 18.090)  -0.092
H (19.142, -12.856, 17.763)  0.078
H (19.338, -12.343, 19.431)  0.063
H (17.872, -12.953, 19.106)  0.067
H (18.818, -14.984, 20.012)  0.105
H (20.395, -14.533, 19.501)  0.107
H (19.926, -15.441, 17.607)  0.080
C (16.734, -16.383, 13.220)  -0.141
O (16.676, -15.324, 12.207)  -0.127
H (17.687, -16.583, 13.711)  0.072
H (16.035, -16.341, 14.055)  0.068
H (16.489, -17.347, 12.775)  0.066
H (15.818, -15.331, 11.777)  0.065
C (20.879, -18.777, 23.539)  -0.179
O (20.839, -17.608, 22.769)  -0.121
H (21.839, -18.879, 24.046)  0.077
H (20.064, -18.707, 24.259)  0.081
H (20.655, -19.712, 23.026)  0.072
H (21.290, -17.742, 21.933)  0.069
C (18.889, -10.502, 13.088)  -0.172
O (18.323, -11.554, 13.848)  -0.121
H (18.428, -10.390, 12.107)  0.076
H (18.722, -9.573, 13.633)  0.075
H (19.969, -10.598, 12.975)  0.069
H (18.063, -12.282, 13.279)  0.068
C (16.162, -16.480, 23.987)  -0.141
O (15.879, -17.416, 25.053)  -0.140
H (16.608, -17.029, 23.157)  0.067
H (15.243, -15.994, 23.658)  0.079
H (16.838, -15.724, 24.388)  0.072
H (14.938, -17.591, 24.989)  0.064

no.,lowest unoccupied orbital energy (eV),DFT total energy (eV),HOMO energy (eV)
1,1.786,-40029.99104,-3.258
2,1.791,-65529.57997,-7.789
3,0.125,-54829.76825,-8.736
4,-0.024,-57811.82517,-9.477